Record 1
{
  "formula": "C25H53AlF4NO7P2S",
  "method": "wB97M-V/def2-TZVPD",
  "e_lumo_ev": 1.76,
  "gap_ev": 8.44,
  "homo_energy_ev": -6.68,
  "total_charge": -1,
  "spin_multiplicity": 1,
  "elements": ["F", "P", "H", "H", "F", "H", "F", "C", "H", "H", "C", "O", "H", "H", "H", "C", "C", "H", "C", "H", "H", "H", "H", "C", "H", "O", "H", "H", "C", "Al", "H", "C", "H", "H", "H", "H", "C", "F", "S", "C", "H", "H", "N", "H", "P", "H", "H", "H", "H", "H", "H", "H", "O", "C", "H", "H", "C", "H", "H", "H", "O", "H", "H", "H", "H", "H", "C", "C", "C", "H", "H", "H", "H", "C", "C", "H", "C", "H", "H", "C", "H", "C", "O", "H", "C", "C", "C", "C", "H", "H", "H", "O", "C", "O"],
  "positions_angstrom": [[3.57496, -0.99627, 6.43106], [-2.74630, 1.86961, 2.53088], [-3.32448, -4.92737, 1.42887], [-3.51801, 2.19868, -2.58721], [3.88606, 0.68550, 4.03850], [2.20373, -1.75335, -1.27464], [4.76855, 1.68173, 6.66115], [0.03336, -1.18234, 4.51784], [-4.17933, -0.37616, 1.46107], [-2.77790, -3.28309, -0.25964], [0.47602, -1.17237, 0.07909], [1.60726, 3.41139, 0.24070], [-2.25800, -1.31066, -1.03089], [-6.16799, 2.59765, 0.00128], [1.55993, -0.72151, 2.89605], [7.19007, 1.37840, -1.03534], [2.00332, -0.91016, -0.45176], [-0.37941, -2.22542, 4.13876], [3.21055, -3.72298, -3.23266], [7.39233, 0.42705, -1.72483], [-2.42279, 5.16956, -1.57782], [-0.13439, -1.59830, -0.80897], [4.09283, 1.28455, -0.11169], [0.52191, -0.27662, 3.19784], [3.15287, -0.25397, 1.44860], [0.87860, 1.04711, 1.02485], [3.10130, -2.18814, 1.23911], [-5.13066, -5.12587, 0.82732], [-1.54007, 0.74776, -0.04022], [3.53198, 0.69157, 5.80436], [-0.77303, -0.60970, 5.15546], [-1.36836, 0.51033, -2.87076], [-4.71162, 3.58260, -2.22671], [-1.11115, 1.29683, -3.74063], [-3.99828, 2.54128, 2.80316], [2.42194, -4.51152, -3.65090], [-1.06519, 3.33831, 0.85491], [1.89850, 1.39539, 6.08668], [0.62190, 2.66574, 1.23078], [-3.51465, -1.07410, 0.80336], [-0.98241, 2.34828, -1.67807], [-0.94804, -1.84051, -2.79706], [-0.57604, -0.41472, 2.17838], [-2.95719, -1.80682, 1.52262], [-3.67926, 2.94089, -0.05640], [1.09553, -2.89635, -3.00841], [1.07405, -2.80674, -4.89065], [-5.39281, 1.40992, 1.23517], [1.00503, -0.24715, -4.84716], [0.33143, 1.06132, -1.50164], [0.69532, 0.80056, 3.61866], [-1.61403, 4.01987, -2.92646], [-4.51266, -1.95672, 0.09845], [-3.61731, 3.17039, -1.96559], [5.00848, 0.65960, -1.67314], [-2.52333, 0.33174, -3.02501], [-0.23175, 0.15102, 0.82185], [0.59968, -2.09058, 0.83598], [-1.00839, 3.92223, -0.18572], [4.27764, -4.15583, -3.50452], [1.09234, 3.18342, 2.64796], [3.08232, -3.68059, -2.05384], [2.20443, 0.10262, -0.98650], [-3.45871, 0.13140, -1.09082], [-4.65869, -3.69373, 2.04923], [-1.17632, -1.06191, -4.48033], [-5.27493, 1.81782, 0.14872], [-2.14545, 2.06566, 0.69154], [-2.63197, 4.41758, -2.45493], [8.25529, 1.70496, -0.61208], [5.48406, -1.30730, 0.72871], [4.73089, -1.69370, -1.04259], [-4.39401, -3.80485, -1.07947], [-0.85865, 1.16923, -1.51110], [1.52231, -2.26369, -3.92652], [1.55342, -0.03908, -3.05792], [0.93993, -0.73973, -3.76119], [-5.39002, 1.03868, -0.70779], [0.99154, -1.44124, 5.18111], [-2.65249, -0.39049, -0.37961], [-2.89782, 0.51343, 2.96740], [-0.65717, -0.86720, -3.41931], [2.99150, -2.37684, -3.84381], [-1.47086, 4.16517, 1.61177], [4.66565, -1.01861, -0.07595], [4.95564, 0.57032, -0.50362], [-3.95843, -3.30848, -0.08773], [-4.30649, -4.35298, 1.13934], [-0.94159, -1.38208, 2.16457], [-3.18173, 4.97842, -3.34999], [6.81400, 2.23933, -1.75601], [-1.70506, 2.50880, 3.58571], [3.18219, -1.16114, 0.68335], [6.24456, 1.07520, 0.05337]],
  "forces_ev_per_angstrom": [[-0.130, 1.884, -0.784], [4.281, 1.627, 4.707], [-2.009, 1.036, -0.457], [0.153, 1.698, 0.996], [-0.505, -0.173, 2.012], [-0.454, 1.834, 1.610], [-1.483, -1.256, -1.014], [0.791, -0.088, -0.343], [1.468, -1.132, -1.453], [-2.436, 0.150, 0.495], [1.238, -0.324, -0.664], [-4.128, -3.485, 1.963], [-0.453, 2.294, 1.522], [1.959, -1.620, 0.334], [-1.904, 0.848, 0.178], [0.836, -0.154, -0.725], [0.880, -1.747, -0.268], [0.607, 2.004, 0.743], [0.311, -0.953, -0.016], [-0.521, 1.824, 1.465], [-0.435, -1.497, -1.787], [0.830, 1.023, 1.453], [1.813, -1.531, -0.678], [0.308, -1.152, 2.755], [0.049, -2.158, -1.308], [-2.265, 1.828, -0.612], [-0.030, 1.948, -1.127], [1.560, 1.633, 0.695], [1.772, -0.512, -0.735], [0.058, 0.361, 0.041], [1.652, -1.206, -1.330], [0.086, -0.155, -2.212], [2.187, -1.049, 0.877], [-0.483, -1.568, 1.955], [0.356, -0.545, -0.951], [1.638, 1.704, 0.789], [-2.198, -0.109, -1.675], [1.958, -1.016, -0.363], [7.622, 7.090, 3.027], [-0.915, -1.028, 0.029], [0.121, -2.639, 0.563], [0.889, 2.168, -1.019], [0.089, 1.896, 0.200], [-0.553, 1.717, -1.263], [-0.965, 0.068, -0.431], [0.669, 1.454, -1.808], [1.130, 1.314, 1.790], [0.288, 0.527, -2.214], [-0.119, -0.865, 2.380], [-2.676, 0.039, 0.251], [-0.527, -1.897, -1.192], [-2.106, 0.855, 1.276], [1.902, -0.904, 0.429], [-0.948, 0.914, -1.050], [-0.232, -0.183, 2.160], [2.236, 0.458, 0.795], [-0.316, -4.086, 0.253], [-0.489, 2.272, -1.403], [0.358, -1.624, 2.187], [-2.134, 1.303, 0.560], [-2.844, -3.160, -5.014], [0.291, 0.043, -2.419], [-0.572, -1.659, 1.162], [1.760, -1.118, 1.683], [0.625, -1.532, -1.712], [1.012, 0.372, 2.300], [-0.915, 0.826, -0.517], [-0.212, 0.201, -0.028], [-0.002, -0.452, -0.894], [-2.567, -0.704, -0.544], [-1.582, 0.531, -1.865], [-0.102, 1.219, 2.035], [0.749, 1.487, 2.020], [0.758, 1.687, -0.344], [-1.054, -0.162, 1.325], [-1.160, -1.731, -1.068], [-0.165, -0.290, -1.573], [0.219, 1.044, 1.869], [-2.198, 0.804, -1.353], [-1.033, -0.083, -0.267], [-0.391, 0.547, -0.926], [-0.638, -0.159, -1.048], [-1.828, -2.182, 0.664], [1.449, -2.340, -1.063], [-0.195, 0.629, 0.731], [-0.423, -0.143, -0.196], [0.338, -1.367, -0.767], [0.422, 0.711, 0.016], [0.642, 0.970, -0.346], [1.199, -1.086, 2.070], [0.553, -1.621, 1.567], [-3.283, -1.744, -3.807], [0.563, 1.593, -0.837], [-0.097, -0.245, -2.463]]
}

---

Record 2
{
  "formula": "C32H34N4P2S2Ti",
  "method": "wB97M-V/def2-TZVPD",
  "e_lumo_ev": -13.86,
  "gap_ev": 5.28,
  "homo_energy_ev": -19.15,
  "total_charge": 4,
  "de_lowest_kj_mol": 99.06,
  "spin_multiplicity": 1,
  "elements": ["H", "H", "C", "C", "H", "C", "C", "H", "N", "C", "H", "N", "C", "C", "H", "H", "C", "C", "H", "C", "H", "C", "C", "N", "H", "N", "C", "H", "C", "H", "H", "H", "H", "H", "C", "C", "C", "P", "H", "C", "C", "C", "Ti", "C", "H", "H", "H", "C", "C", "H", "H", "S", "C", "H", "C", "H", "C", "C", "C", "H", "C", "H", "S", "H", "C", "H", "H", "H", "C", "P", "H", "H", "C", "H", "H"],
  "positions_angstrom": [[-0.65130, 1.69990, -2.75310], [-2.24910, -1.64510, 6.71970], [-2.30880, 3.34510, 2.51050], [-3.22850, -1.24270, 1.99150], [-1.38310, -6.34290, 1.91520], [-1.72320, -1.16670, -2.64500], [-3.18940, -3.95220, -0.54360], [-0.69850, -1.52940, -2.71140], [-1.99270, -0.84720, 1.30720], [-3.12720, 2.97480, -1.11410], [4.53890, 4.82660, -0.48350], [2.17890, 2.79990, -1.79930], [0.30100, -2.42200, 3.92260], [-1.89430, -5.67070, 1.24150], [-0.67460, -3.53020, 6.95890], [3.37670, 3.91010, 1.58830], [-1.48090, 2.32650, -2.45030], [3.87030, 3.96680, -0.52020], [-3.83170, -1.89270, 1.35220], [-1.41150, -4.38770, 1.05710], [1.04630, -2.60080, 3.15960], [-0.65550, -2.92620, 6.06360], [2.87230, 4.03050, 0.62860], [1.89950, 2.94430, 0.48420], [3.78860, 3.79840, -2.68010], [-2.10060, 2.13080, -1.23430], [-0.40770, 1.86150, 3.90690], [-3.68320, -3.30850, -1.25720], [-0.67420, 3.17190, 4.27450], [-5.42040, -0.06270, -2.39840], [-1.70660, 3.62800, -4.18510], [-3.78850, 2.98710, -0.25890], [4.47530, 3.06260, -0.43340], [-4.21090, -0.57970, -0.34180], [-4.38030, -0.35610, -2.45780], [0.27450, -3.19790, 5.07060], [-3.78900, -0.54540, -3.70430], [-0.53470, -0.37460, 2.26300], [2.07440, 2.25030, -2.64450], [-3.67080, -0.61050, -1.29010], [-1.62050, 3.91200, 3.57680], [3.10880, 3.92720, -1.83600], [-1.47280, 0.63820, -0.03100], [-2.02460, 3.31520, -3.20700], [-2.21470, -0.24920, 4.70960], [-3.08440, 3.91730, 2.02180], [-4.37610, -0.41960, -4.60300], [1.68840, 2.34010, -0.66980], [-1.54770, -1.87170, 5.92890], [0.31000, 1.27090, 4.46150], [-3.82270, -0.37060, 2.29120], [0.81890, 0.79900, -0.69910], [-2.31960, -1.04430, -1.36940], [0.99040, -3.99680, 5.19430], [-2.45690, -0.94180, -3.79710], [-3.36240, -7.11350, 0.65170], [-0.61740, -1.38430, 3.77800], [-1.09640, 1.27540, 2.84400], [-3.65730, -5.24090, -0.34450], [2.34380, 4.98810, 0.64130], [-2.07840, -3.52100, 0.18340], [-4.52580, -5.57980, -0.89150], [-3.36080, 4.03540, -2.41550], [-0.51810, -4.06160, 1.57280], [-1.53610, -1.08720, 4.78880], [-2.01210, -1.10420, -4.76820], [-1.85090, 4.92120, 3.88110], [2.53910, 4.84930, -1.98570], [-2.03450, 2.03660, 2.12200], [-1.30520, -1.88840, -0.01680], [-2.70940, 1.53700, 1.38360], [-3.00020, -1.81660, 2.89810], [-3.01060, -6.09880, 0.53460], [1.54960, 2.51130, 1.33050], [-0.15240, 3.61640, 5.10800]],
  "forces_ev_per_angstrom": [[-0.199, 0.174, 0.091], [-0.024, -0.029, 0.032], [-0.050, 0.326, -0.106], [-0.956, -0.159, 0.306], [0.017, -0.036, 0.024], [0.189, -0.125, -0.097], [-0.075, 0.136, -0.052], [-0.055, 0.128, -0.076], [0.337, 0.141, 0.003], [-0.425, 0.485, -0.023], [-0.081, -0.034, -0.033], [-0.111, -0.463, -0.123], [0.075, -0.059, -0.058], [0.078, 0.042, 0.036], [0.013, -0.028, 0.071], [-0.093, -0.039, -0.056], [0.255, 0.270, -1.090], [-0.168, -0.057, 0.065], [0.083, 0.148, 0.037], [0.074, 0.086, 0.011], [0.079, -0.065, -0.041], [0.118, -0.134, 0.011], [0.483, 0.604, 0.042], [-0.158, -0.385, -0.035], [-0.170, -0.058, 0.051], [-0.614, 0.620, -0.116], [-0.024, -0.040, -0.161], [-0.044, 0.022, -0.036], [0.038, -0.093, -0.127], [-0.021, 0.001, 0.020], [0.037, 0.101, -0.148], [0.037, 0.030, 0.023], [0.093, 0.038, 0.040], [0.194, 0.098, -0.133], [-0.096, 0.090, 0.314], [0.015, -0.008, -0.063], [0.125, -0.059, 0.152], [-0.672, 0.198, 1.412], [-0.094, 0.001, 0.223], [-0.137, -0.287, -0.030], [-0.267, -0.108, -0.282], [0.496, 0.668, 0.048], [2.214, -0.674, -0.202], [0.044, -0.294, 0.280], [-0.062, 0.014, -0.014], [-0.030, 0.053, -0.051], [-0.040, 0.081, -0.070], [-0.411, 0.212, 0.157], [-0.168, 0.210, -0.052], [0.056, 0.026, 0.059], [0.173, -0.096, -0.092], [-0.481, -0.532, 0.058], [0.039, 0.174, 0.372], [0.032, -0.054, 0.025], [0.110, -0.053, 0.057], [-0.059, -0.043, 0.036], [0.347, 0.255, -0.489], [0.088, -0.461, -0.354], [-0.067, 0.115, -0.109], [0.035, -0.089, 0.007], [0.635, 0.049, -0.042], [-0.009, -0.015, -0.040], [0.354, -0.737, 0.594], [0.063, -0.052, 0.078], [0.013, -0.020, 0.107], [0.076, -0.024, -0.046], [-0.035, 0.097, 0.022], [0.068, -0.077, -0.063], [0.265, -0.475, -0.128], [-1.461, -0.123, -0.411], [-0.273, 0.262, 0.558], [0.094, 0.116, -0.281], [0.065, 0.013, 0.036], [-0.012, -0.015, -0.257], [0.035, 0.020, 0.128]]
}